81
Properties=species:S:1:pos:R:3 method="wB97M-V/def2-TZVPD" e_above_lowest_kj_mol=39.9 charge=-1 lumo_ev=1.265 multiplicity=1 orbital_gap_ev=6.34 energy_ev=-127190.4096
H -3.9394 -3.5016 -2.4188
N 1.3227 1.2343 -2.2046
H -1.4309 -3.3715 -2.5020
C 1.0250 1.7164 -4.5290
C 0.8901 -3.8259 -1.7055
C -1.4701 -6.0696 0.2609
H 0.5729 -6.5326 2.1959
H 3.1560 -5.5086 0.1430
Cl -6.1566 4.7887 1.6802
H -3.6516 4.5922 0.2993
C -3.9571 1.6103 2.7012
H -2.3092 -5.8957 -0.4105
H -5.8328 2.4376 3.2913
N -2.1190 0.0502 -2.1529
H -0.0084 2.6386 -2.8820
C -3.4322 0.2225 -2.2907
C -0.2172 -5.4117 -0.2514
C -3.7880 -3.1593 -1.3998
C 2.2023 -2.5324 4.2643
H 0.7213 -7.8092 0.9840
N -3.8485 -3.3859 -5.3234
H 3.0262 -3.7735 -1.6182
C -4.8674 3.6138 1.7714
H 2.2485 0.5916 -5.8935
H -3.2625 -2.1178 2.2559
C 2.5651 -1.1998 1.8510
C 2.8829 -0.4470 -1.4441
C -4.9706 2.5448 2.6479
H 3.3864 -0.6564 -4.0582
O -1.8786 0.7520 1.9568
C -4.3481 -2.1692 -5.0476
C 2.1227 -4.2427 -1.2473
C -4.6495 -2.1876 0.6189
C -0.2796 -4.3737 -1.1835
Cl -1.3366 3.0254 0.0399
H 1.2336 -2.8704 3.9008
H -5.2607 -0.2954 -3.3106
C -2.5311 -3.3271 -0.8154
C -2.7815 1.6541 1.8904
H -1.7312 -5.6705 1.2458
H 2.6477 -3.2720 4.9300
C -3.7509 3.7509 0.9714
C -4.1946 -0.4535 -3.2295
H 0.8241 -3.0217 -2.4330
H -4.3733 -3.9747 -5.9467
C 1.1330 -6.8518 1.3126
H 2.1091 -1.5763 4.7711
S 1.4602 -0.0685 2.5323
C 1.0371 -5.8071 0.2318
H -1.3258 -7.1470 0.3612
N 2.3877 -0.4827 -0.2656
Cl -4.1035 0.2959 3.8257
C 2.1934 -5.2164 -0.2614
C -2.1938 -1.5466 -3.9281
O -0.8704 -3.6479 2.2392
S -5.7118 -1.6032 -5.7826
H -1.6430 -2.2133 -4.5810
O -0.1162 -2.2155 0.6883
H -5.4565 -1.7254 1.1748
C -4.8290 -2.5679 -0.7038
N 3.0238 -1.2655 0.6217
C 1.9928 0.7784 -4.8579
H 3.7746 -1.0292 -1.6759
H -0.4444 -0.9265 -2.8382
C 0.7348 1.9091 -3.1872
C -2.3493 -2.9429 0.5192
C -1.5182 -0.8101 -2.9684
C -2.7499 2.7995 1.0428
C -3.5716 -1.3772 -4.0559
C -1.0047 -2.9613 1.2278
H -3.8926 0.9312 -1.6099
C -3.4214 -2.4039 1.2242
Pb -0.1065 0.1236 0.3578
H -5.7851 -2.4180 -1.1933
N -1.5259 -3.8950 -1.6466
H 0.5067 2.2816 -5.2924
H -3.1608 -3.8136 -4.7257
C 2.2553 0.3230 -2.5170
S 3.3427 -2.3986 2.8673
C 2.6233 0.0823 -3.8445
H 2.1722 -7.0086 1.6013